[1]
Here is a molecular structure, C40H88B2CsO20S10 from the OMol25 dataset. Energies are from wB97M-V/def2-TZVPD.

Last column: Löwdin charge in e.
Positions of all 161 atoms, in Å:
Cs 0.0320 3.8903 25.5449  1.02
B -0.6135 3.4733 22.5202  -0.57
H -1.2802 3.0663 23.2645  -0.13
H -0.4171 4.5287 22.6295  -0.10
H 0.3345 2.9959 22.7140  -0.12
H -1.0541 3.1508 21.5895  -0.08
B 0.5550 3.7025 28.5750  -0.58
H 0.6729 2.6368 28.6966  -0.07
H -0.3002 3.8613 27.9364  -0.22
H 0.1608 4.2645 29.4074  -0.07
H 1.3904 4.2312 28.1429  -0.10
C 5.0748 -0.4775 29.0127  -0.23
C 5.8289 -1.7274 28.8784  -0.22
C 5.4991 -2.6808 30.1262  -0.16
S 3.9984 -1.9611 31.0147  0.75
O 4.3992 -1.2233 32.2537  -0.37
O 2.8659 -2.9265 31.0335  -0.38
C 3.6552 -0.6742 29.7147  -0.16
H 5.0336 -0.0375 28.0163  0.11
H 5.6361 0.2746 29.5671  0.09
H 6.9055 -1.7631 28.7123  0.11
H 5.5119 -2.1408 27.9209  0.11
H 6.2524 -2.6561 30.9136  0.09
H 5.2416 -3.6801 29.7751  0.09
H 3.2084 0.2344 30.1183  0.09
H 2.7976 -1.0955 29.1902  0.07
C 3.6419 3.3341 21.7624  -0.14
C 4.9001 2.3057 21.7888  -0.17
C 6.1438 3.1992 22.0231  -0.20
S 5.6226 4.4019 23.3955  0.65
O 5.9580 5.7158 22.8867  -0.36
O 5.9407 3.9206 24.6951  -0.32
C 3.8366 4.2063 23.0448  -0.23
H 2.6543 2.8788 21.8353  0.10
H 3.7029 4.0856 20.9753  0.11
H 5.0904 1.7438 20.8744  0.10
H 4.7319 1.6711 22.6589  0.11
H 6.5179 3.8051 21.1979  0.09
H 6.9672 2.7665 22.5913  0.08
H 3.4859 5.2268 23.1989  0.10
H 3.5375 3.6682 23.9443  0.09
C -1.7425 7.3536 23.3804  -0.23
C -2.2562 8.7271 23.7894  -0.20
C -3.4954 8.5422 24.7453  -0.15
S -4.1098 6.7408 24.4826  0.74
O -5.3488 6.8219 23.7384  -0.35
O -4.1736 6.0906 25.8028  -0.34
C -2.7626 6.2920 23.3641  -0.24
H -1.1072 6.9883 24.1873  0.09
H -1.1971 7.3377 22.4368  0.13
H -2.4534 9.2996 22.8830  0.10
H -1.4299 9.3177 24.1849  0.10
H -4.2203 9.2716 24.3837  0.09
H -3.2394 8.6131 25.8024  0.06
H -3.3196 6.2428 22.4285  0.11
H -2.5664 5.2256 23.4753  0.09
C -0.8072 -0.6462 27.7695  -0.20
C -1.8722 -0.3649 26.6435  -0.19
C -1.8680 -1.6405 25.7827  -0.22
S -0.1895 -2.3668 25.6860  0.73
O 0.4864 -1.7331 24.5812  -0.33
O -0.0966 -3.8155 26.0079  -0.36
C 0.3701 -1.4265 27.1993  -0.22
H -1.2914 -1.4179 28.3679  0.11
H -0.5672 0.2845 28.2837  0.10
H -1.3497 0.4186 26.0945  0.10
H -2.7697 0.1488 26.9878  0.11
H -2.3874 -1.7078 24.8268  0.11
H -2.4880 -2.2387 26.4504  0.10
H 1.1550 -0.7393 26.8833  0.09
H 0.8680 -2.1590 27.8346  0.09
C -1.3223 5.0370 34.2619  -0.23
C -2.6269 5.7363 34.0799  -0.25
C -2.3845 7.2000 33.6430  -0.20
S -0.7660 7.7075 34.3317  0.73
O -0.8468 8.9028 35.2110  -0.37
O 0.2863 7.6935 33.3392  -0.34
C -0.6391 6.0087 35.2755  -0.17
H -0.7334 4.8191 33.3709  0.13
H -1.6172 4.1163 34.7654  0.10
H -3.1596 5.6551 35.0274  0.12
H -3.2686 5.1978 33.3824  0.10
H -3.2322 7.7708 34.0221  0.11
H -2.2507 7.1638 32.5619  0.09
H -1.2420 6.0208 36.1835  0.09
H 0.3934 5.8575 35.5902  0.09
C -1.3118 0.1142 36.3493  -0.24
C -0.3705 0.5466 35.2244  -0.20
C -1.2519 1.0224 34.0177  -0.19
S -2.8452 0.0171 34.0131  0.76
O -2.7105 -1.1369 33.1432  -0.35
O -3.9714 1.0149 34.0179  -0.39
C -2.5566 -0.6540 35.8333  -0.16
H -1.5661 0.9318 37.0237  0.11
H -0.7726 -0.5165 37.0561  0.11
H 0.1767 -0.2930 34.7957  0.11
H 0.3512 1.2524 35.6356  0.11
H -0.7187 0.8261 33.0876  0.10
H -1.5335 2.0754 34.0267  0.06
H -2.4105 -1.7130 35.6209  0.08
H -3.3598 -0.4928 36.5523  0.09
C 3.5944 5.1241 30.3557  -0.23
C 4.8986 5.6978 30.5354  -0.29
C 5.7889 4.9876 31.5433  -0.17
S 5.1726 3.1989 31.7588  0.75
O 4.6883 2.9105 33.0933  -0.34
O 6.1109 2.3326 31.0048  -0.37
C 3.7398 3.6110 30.5996  -0.18
H 3.2146 5.2234 29.3388  0.10
H 3.0290 5.6936 31.0933  0.13
H 4.8379 6.7764 30.6799  0.12
H 5.3310 5.7418 29.5358  0.10
H 5.6956 5.4706 32.5159  0.09
H 6.8487 4.8937 31.3064  0.09
H 2.9110 2.9048 30.5501  0.09
H 4.1868 3.1872 29.7004  0.09
C -3.4800 4.6166 30.4569  -0.15
C -3.3225 3.1026 30.6595  -0.23
C -2.9973 2.4073 29.3450  -0.23
S -4.0266 3.1554 28.0970  0.67
O -5.2298 2.3528 27.9820  -0.32
O -3.0729 3.3956 27.0541  -0.35
C -4.2772 4.6739 29.0576  -0.17
H -2.5651 5.2061 30.5161  0.11
H -4.0177 4.9203 31.3551  0.08
H -4.1391 2.5790 31.1566  0.11
H -2.5185 3.0295 31.3918  0.10
H -3.0675 1.3334 29.1719  0.10
H -1.9273 2.5011 29.1597  0.08
H -5.3661 4.7129 29.0886  0.09
H -4.0111 5.5384 28.4493  0.08
C 0.0017 9.2513 29.7142  -0.17
C -0.1817 10.4677 28.5986  -0.17
C -0.5869 9.8464 27.3702  -0.25
S -0.6279 8.0070 27.4952  0.72
O 0.1021 7.4071 26.4034  -0.36
O -2.0070 7.5649 27.8402  -0.34
C 0.4409 7.9478 28.9995  -0.18
H -0.9280 9.0068 30.2280  0.09
H 0.5820 9.4776 30.6088  0.10
H 0.8683 10.7265 28.4618  0.10
H -0.7334 11.2678 29.0922  0.12
H 0.1238 9.8295 26.5439  0.09
H -1.4879 10.1348 26.8288  0.10
H 1.4187 8.0448 28.5276  0.07
H 0.4036 7.0093 29.5526  0.11
C 6.2640 8.1145 26.3750  -0.17
C 5.1440 7.0002 26.4440  -0.21
C 3.7911 7.5550 26.9687  -0.17
S 3.7070 9.2802 26.1403  0.75
O 3.5376 10.2866 27.2372  -0.38
O 2.7748 9.1879 25.0236  -0.34
C 5.4785 9.1340 25.5873  -0.24
H 7.1028 7.7333 25.7926  0.12
H 6.5054 8.3813 27.4039  0.11
H 5.5628 6.2656 27.1317  0.10
H 5.1301 6.6650 25.4069  0.09
H 3.8215 7.7376 28.0429  0.08
H 2.9544 6.9048 26.7134  0.09
H 5.7935 10.1739 25.5017  0.09
H 5.3529 8.9583 24.5189  0.10

Computed properties:
* highest occupied orbital energy: -6.3 eV
* net charge: -1



[2]
Here is a molecular structure, C40H88NNbO30P from the OMol25 dataset. Energies are from wB97M-V/def2-TZVPD.

Last column: Löwdin charge in e.
Positions of all 161 atoms, in Å:
C -3.6538 4.1456 2.8651  -0.11
C -3.5252 2.6347 2.5971  -0.28
C -2.3238 2.2750 1.7140  -0.33
C -2.3988 2.8737 0.2875  -0.34
Nb -1.3202 1.6424 -1.3399  1.63
N -2.0332 2.5670 -3.0506  -0.18
C -3.1198 0.3077 -1.0877  -0.36
C -4.3196 0.6815 -1.9658  -0.37
C -5.5712 -0.1358 -1.6372  -0.13
C 0.5087 2.9286 -0.8451  -0.40
P 0.4506 4.6839 -0.9382  0.33
O 1.6005 5.3480 -1.5709  -0.31
O -0.9119 5.1161 -1.7020  -0.19
O 0.2021 5.1742 0.5935  -0.17
C -0.1032 0.2102 -2.6984  -0.47
C 0.8333 0.9823 -3.6469  -0.18
C -1.0075 -0.7753 -3.4644  -0.27
C -1.1863 -2.1398 -2.7666  -0.27
C -0.5433 -3.3072 -3.5204  -0.11
H -2.7340 4.6608 2.5808  0.05
H -4.4720 4.5957 2.3016  0.06
H -3.8221 4.3575 3.9225  0.05
H -4.4306 2.2573 2.1116  0.09
H -3.4499 2.0991 3.5503  0.09
H -2.2297 1.1884 1.6791  0.05
H -1.4195 2.6474 2.2117  0.10
H -1.9958 3.8874 0.3542  -0.02
H -3.4593 2.9308 0.0090  0.04
H -0.6644 0.4840 -0.0731  -0.06
H -1.4459 3.2637 -3.5016  -0.01
H -2.3540 1.9241 -3.7736  -0.04
H -3.4441 0.3945 -0.0433  0.02
H -2.8527 -0.7452 -1.2255  0.02
H -4.0830 0.5283 -3.0261  0.07
H -4.5435 1.7457 -1.8481  0.08
H -5.4234 -1.1848 -1.9121  0.06
H -6.4527 0.2243 -2.1764  0.06
H -5.7809 -0.1014 -0.5656  0.06
H 1.3829 2.6375 -1.4330  0.01
H 0.7329 2.6960 0.2003  0.01
H -1.6549 5.4172 -1.1729  0.06
H -0.6678 5.5342 0.7928  0.05
H 0.5470 -0.3854 -2.0485  0.04
H 1.7712 1.2390 -3.1477  0.05
H 0.4229 1.9301 -4.0096  0.04
H 1.1018 0.3831 -4.5286  0.04
H -0.5585 -0.9538 -4.4539  0.07
H -2.0010 -0.3604 -3.6773  0.07
H -2.2496 -2.3568 -2.6323  0.09
H -0.7655 -2.0718 -1.7605  0.09
H -0.9856 -4.2644 -3.2324  0.06
H 0.5294 -3.3786 -3.3252  0.06
H -0.6816 -3.1936 -4.5981  0.06
C -6.4231 -0.8649 4.2881  -0.04
O -5.8871 -2.1159 3.8434  0.00
C -5.2088 -2.0251 2.6941  -0.62
O -5.0427 -1.0224 2.0554  0.12
O -4.7405 -3.2305 2.3747  0.00
C -3.9738 -3.2365 1.1568  -0.03
H -6.9355 -1.0836 5.2204  0.09
H -5.6251 -0.1421 4.4490  0.09
H -7.1200 -0.4650 3.5537  0.10
H -3.1132 -2.5763 1.2440  0.10
H -4.5868 -2.9073 0.3200  0.09
H -3.6571 -4.2660 1.0211  0.09
C -2.0321 5.8922 6.4342  -0.03
O -0.6781 6.2990 6.2032  -0.01
C -0.3612 6.4289 4.9111  -0.62
O -1.1100 6.2363 3.9898  0.12
O 0.9091 6.8102 4.8264  0.00
C 1.3843 6.9328 3.4768  -0.03
H -2.1348 5.8393 7.5137  0.09
H -2.7247 6.6271 6.0285  0.10
H -2.2214 4.9223 5.9781  0.09
H 0.7963 7.6721 2.9367  0.10
H 1.3225 5.9781 2.9588  0.09
H 2.4170 7.2565 3.5574  0.09
C 4.0726 -2.4176 -2.5573  -0.02
O 5.0298 -3.4854 -2.6670  0.00
C 4.4954 -4.6837 -2.8575  -0.65
O 3.3192 -4.9331 -2.9444  0.11
O 5.4789 -5.5867 -2.9242  0.00
C 5.0059 -6.9198 -3.1430  -0.04
H 4.6570 -1.5128 -2.4266  0.10
H 3.4704 -2.3482 -3.4603  0.10
H 3.4237 -2.5742 -1.6976  0.09
H 4.4758 -6.9869 -4.0913  0.10
H 4.3379 -7.2196 -2.3373  0.09
H 5.8838 -7.5581 -3.1589  0.09
C 1.0557 -7.9741 -2.2504  -0.02
O 1.9217 -9.1099 -2.4120  0.00
C 1.3556 -10.2819 -2.1486  -0.63
O 0.2175 -10.4623 -1.8010  0.12
O 2.2689 -11.2405 -2.3353  0.00
C 1.7873 -12.5632 -2.0829  -0.04
H 1.6614 -7.1061 -2.4972  0.08
H 0.2045 -8.0432 -2.9242  0.10
H 0.7029 -7.9090 -1.2232  0.10
H 0.9594 -12.8024 -2.7478  0.10
H 1.4564 -12.6594 -1.0504  0.10
H 2.6301 -13.2203 -2.2743  0.09
C -3.8006 -1.0298 -8.5220  -0.05
O -3.5855 -0.3160 -7.3015  -0.02
C -3.8479 0.9943 -7.3816  -0.63
O -4.2423 1.5658 -8.3663  0.12
O -3.5776 1.5408 -6.2064  0.00
C -3.8565 2.9441 -6.1014  -0.03
H -3.5736 -2.0669 -8.2930  0.09
H -4.8344 -0.9297 -8.8470  0.10
H -3.1393 -0.6608 -9.3050  0.10
H -4.9182 3.1373 -6.2429  0.10
H -3.2845 3.5140 -6.8314  0.10
H -3.5539 3.2159 -5.0942  0.07
C 4.2567 -4.7250 0.5028  -0.02
O 3.3576 -4.4404 1.5799  0.02
C 3.8867 -3.7267 2.5686  -0.61
O 5.0268 -3.3347 2.6229  0.11
O 2.9506 -3.5231 3.4904  0.01
C 3.3715 -2.7274 4.6044  -0.03
H 3.6695 -5.2833 -0.2208  0.09
H 4.6269 -3.8029 0.0590  0.09
H 5.1001 -5.3188 0.8516  0.10
H 3.6535 -1.7301 4.2706  0.10
H 4.2114 -3.1932 5.1177  0.09
H 2.5082 -2.6695 5.2593  0.10
C 8.7316 -3.9990 8.4285  -0.05
O 7.6568 -3.4519 7.6614  0.00
C 8.0205 -2.9955 6.4576  -0.63
O 9.1403 -3.0195 6.0150  0.12
O 6.9431 -2.5178 5.8498  0.00
C 7.1748 -1.9975 4.5292  -0.03
H 8.2854 -4.3218 9.3643  0.09
H 9.1811 -4.8441 7.9101  0.10
H 9.4949 -3.2448 8.6114  0.10
H 7.5488 -2.7784 3.8728  0.10
H 7.8806 -1.1699 4.5694  0.10
H 6.2068 -1.6659 4.1754  0.07
C -4.5369 10.3216 9.0359  -0.04
O -3.4842 9.4318 8.6532  0.00
C -2.2594 9.9502 8.7642  -0.63
O -2.0012 11.0602 9.1547  0.12
O -1.3820 9.0338 8.3720  0.00
C -0.0113 9.4473 8.4183  -0.03
H -5.4558 9.7624 8.8905  0.09
H -4.4297 10.6146 10.0788  0.10
H -4.5306 11.2121 8.4101  0.10
H 0.2740 9.7024 9.4373  0.10
H 0.1470 10.3069 7.7700  0.10
H 0.5553 8.5934 8.0604  0.09
C -0.1726 -0.1222 -7.1348  -0.01
O 0.7009 0.1172 -8.2512  0.01
C 1.9889 0.1906 -7.9370  -0.62
O 2.4679 0.0394 -6.8444  0.13
O 2.6793 0.4599 -9.0529  0.00
C 4.0891 0.5758 -8.8462  -0.05
H -1.1689 -0.1877 -7.5507  0.08
H 0.0886 -1.0548 -6.6377  0.09
H -0.1122 0.6927 -6.4154  0.09
H 4.4974 -0.3547 -8.4551  0.09
H 4.3091 1.3820 -8.1487  0.10
H 4.5092 0.7938 -9.8237  0.09

Computed properties:
* highest occupied orbital energy: -4.3 eV
* net charge: -1
* energy above the lowest of the compared OMol25 structures with the same formula, charge and spin: 0.0000 eV



Question: What is the net charge in the second record?
Answer: -1



Question: Among the records above, which one has the highest highest occupied orbital energy?
Answer: C40H88NNbO30P



Question: Among the records above, which one has the lowest highest occupied orbital energy?
Answer: C40H88B2CsO20S10